# 1
The following is a DFT calculation (ωB97M-V with the def2-TZVPD basis set) of the ion C5H5ClNO with charge +1 at a distorted geometry.

```
! wB97M-V def2-TZVPD RIJCOSX def2/J DEFGRID3
* xyz 1 1
Cl -2.13867 2.60986 -2.62418
O -2.39046 1.26306 -1.60397
N -1.13405 0.73216 -1.00458
C 0.39881 0.93151 0.74745
C -0.90648 -0.56687 -1.15450
C -0.50446 1.50577 -0.12231
C 0.00158 -1.18590 -0.31429
C 0.62425 -0.44092 0.68100
H -1.47791 -1.09311 -1.90629
H -0.77153 2.55297 -0.09768
H 0.18552 -2.24352 -0.41366
H 1.25972 -0.92266 1.40910
H 0.88063 1.54736 1.49069
*
```

E_LUMO: -5.177 eV
ΔE to the lowest compared entry with this formula, charge and spin: 0.000 eV
Kohn-Sham gap: 10.2 eV



# 2
The following is a DFT calculation (ωB97M-V with the def2-TZVPD basis set) of a structure of composition C5H5CoFO4 at a distorted geometry.

```
! wB97M-V def2-TZVPD RIJCOSX def2/J DEFGRID3
* xyz 1 5
Co 1.39455 -1.00370 -0.82583
F -0.63074 1.46812 -2.07747
O -2.33280 0.24181 -1.29779
O -2.49142 1.64651 0.38967
O -0.18544 -0.43598 -1.04236
O -4.36040 0.90482 -0.59834
C -3.16572 0.94504 -0.52493
C 2.82902 -2.19696 1.27878
C 2.90585 -0.99426 0.73402
C -0.95937 0.59766 -1.03029
C -1.09271 1.42393 0.25672
H 3.68294 -2.88882 1.21594
H -0.56667 2.38126 0.20004
H 3.74876 -0.36118 0.43277
H -0.69240 0.85055 1.13723
H 1.91654 -2.57878 1.75183
*
```

E_LUMO (spin up / spin down): -6.003 / -8.253 eV
expectation value of S²: 6.013
Kohn-Sham gap (spin up / spin down): 7.7 / 5.5 eV